# 1
{
  "formula": "C28H61BGeLiN4O3S2Si2Te",
  "method": "ωB97M-V/def2-TZVPD",
  "charge": 0,
  "spin_multiplicity": 2,
  "homo_lumo_gap_ev": [7.4, 5.0],
  "energy_ev": -144252.2647,
  "e_above_lowest_kcal_mol": 3.7,
  "species": ["Li", "C", "C", "C", "C", "O", "Ge", "O", "C", "C", "C", "C", "O", "C", "C", "C", "C", "H", "H", "H", "H", "H", "H", "H", "H", "H", "H", "H", "H", "H", "H", "H", "H", "H", "H", "H", "H", "H", "H", "H", "H", "H", "H", "H", "C", "N", "C", "C", "N", "B", "N", "C", "C", "N", "C", "C", "S", "C", "S", "H", "H", "H", "H", "H", "H", "H", "H", "H", "H", "H", "H", "C", "Si", "C", "C", "C", "Te", "C", "Si", "C", "C", "C", "H", "H", "H", "H", "H", "H", "H", "H", "H", "H", "H", "H", "H", "H", "H", "H", "H", "H", "H", "H", "H", "H"],
  "xyz": [[-0.31295, 0.24597, -0.22310], [-2.49121, 4.13892, -1.43206], [-1.45677, 3.54851, -0.47640], [-0.06015, 4.06157, -0.81929], [-1.80691, 3.93937, 0.95720], [-1.40754, 2.13034, -0.57228], [-2.48565, 0.90930, -1.43264], [-2.16675, -0.34517, 0.02690], [-3.01983, -0.37939, 1.17295], [-3.03703, 0.97162, 1.87936], [-2.44378, -1.42954, 2.12001], [-4.43781, -0.76190, 0.75752], [-0.85560, 0.08360, -2.04417], [-0.20653, 0.35826, -3.28376], [-0.92488, 1.44566, -4.07879], [1.21715, 0.80743, -2.96627], [-0.17291, -0.93079, -4.10094], [-2.48617, 5.22939, -1.36770], [-2.28130, 3.85970, -2.46591], [-3.49521, 3.79011, -1.18101], [0.02527, 5.13418, -0.62711], [0.67875, 3.53234, -0.21342], [0.16947, 3.88186, -1.87189], [-1.66757, 5.01268, 1.10912], [-2.84701, 3.69850, 1.18207], [-1.16818, 3.38894, 1.64893], [-2.02238, 1.32584, 2.06765], [-3.54380, 1.71730, 1.26470], [-3.56824, 0.89461, 2.83100], [-2.46861, -2.42625, 1.67088], [-3.01239, -1.46470, 3.05146], [-1.40451, -1.18288, 2.35654], [-4.87761, 0.00651, 0.11913], [-4.43796, -1.70225, 0.20188], [-5.07725, -0.87998, 1.63555], [-0.96048, 2.37300, -3.50541], [-0.39514, 1.64486, -5.01213], [-1.94719, 1.14815, -4.32469], [1.19614, 1.71065, -2.35295], [1.74639, 0.03411, -2.40538], [1.77612, 1.01987, -3.88095], [-1.18676, -1.30463, -4.26653], [0.29632, -0.76311, -5.07315], [0.40316, -1.69888, -3.57777], [1.34623, -3.53828, 2.57579], [2.26257, -2.43812, 2.36078], [3.07246, -1.88532, 3.33430], [3.75420, -0.88647, 2.74090], [3.35819, -0.81293, 1.42344], [3.79647, 0.33979, 0.45690], [3.42157, 1.70235, 1.15364], [4.28587, 2.77918, 1.16820], [3.67515, 3.80706, 1.78772], [2.42171, 3.35502, 2.15252], [1.45289, 4.13508, 2.89627], [2.26476, 2.06491, 1.74644], [0.85554, 1.12858, 2.00654], [2.45060, -1.76619, 1.20255], [1.70611, -2.12870, -0.30599], [1.83649, -4.31089, 3.16597], [1.06301, -3.94285, 1.60741], [0.45099, -3.19405, 3.09513], [3.07842, -2.25025, 4.34533], [4.47873, -0.20228, 3.14467], [5.00588, 0.33393, 0.35997], [3.22814, 0.22161, -0.59523], [5.26741, 2.70731, 0.73644], [4.00730, 4.80623, 2.00499], [0.99825, 4.89433, 2.25957], [1.94557, 4.61423, 3.74143], [0.67843, 3.46343, 3.25593], [2.30930, -5.77467, -0.36115], [0.56688, -5.98713, -1.00404], [-0.54018, -6.39722, 0.44454], [0.50906, -7.40032, -2.21696], [0.07218, -4.44265, -1.97093], [-1.04053, -2.87263, -1.06939], [-2.82831, -4.04191, -1.03341], [-3.86132, -3.90046, -2.60364], [-5.42076, -4.87896, -2.31727], [-2.94352, -4.61094, -4.06196], [-4.27979, -2.12241, -2.93825], [2.31984, -5.57418, 0.71182], [2.88213, -6.69025, -0.52958], [2.82870, -4.95114, -0.85357], [-0.02069, -7.13519, 1.06165], [-1.49348, -6.83682, 0.14403], [-0.74950, -5.52811, 1.07508], [0.74828, -8.34655, -1.72537], [1.23138, -7.25079, -3.02343], [-0.48122, -7.49694, -2.66978], [-0.47205, -4.71529, -2.87762], [1.00627, -3.96555, -2.27741], [-3.42819, -3.69723, -0.18760], [-2.54880, -5.07914, -0.84935], [-5.20639, -5.93092, -2.11362], [-6.06392, -4.83309, -3.19971], [-5.98543, -4.48137, -1.47066], [-2.60513, -5.63349, -3.87389], [-2.07443, -4.00719, -4.33557], [-3.60884, -4.63532, -4.92859], [-4.74977, -1.64748, -2.07425], [-4.97532, -2.05549, -3.77875], [-3.39370, -1.53254, -3.18806]],
  "atomic_forces_ev_per_a": [[0.4, 0.4, 0.4], [0.0, 0.1, 0.0], [0.0, -0.1, 0.0], [0.0, 0.0, 0.0], [0.0, 0.0, 0.0], [0.1, 0.3, 0.2], [-0.1, -0.2, -0.1], [-0.2, 0.0, -0.1], [0.2, 0.0, 0.0], [0.0, 0.0, 0.0], [0.1, 0.0, 0.0], [-0.1, -0.1, 0.0], [-0.3, -0.1, -0.3], [0.1, 0.0, 0.1], [-0.1, 0.0, 0.0], [0.0, 0.0, 0.0], [0.0, 0.0, -0.1], [0.0, 0.0, 0.0], [0.0, 0.0, 0.0], [0.0, 0.0, 0.0], [0.0, 0.0, 0.0], [0.0, 0.0, 0.0], [0.0, 0.0, 0.0], [0.0, 0.0, 0.0], [0.0, 0.0, 0.0], [0.0, 0.0, 0.0], [0.0, -0.1, 0.0], [0.0, 0.0, 0.0], [0.0, 0.0, 0.0], [0.0, 0.0, 0.0], [0.0, 0.0, 0.0], [0.0, 0.0, 0.0], [0.0, 0.0, 0.0], [0.0, 0.0, 0.0], [0.0, 0.0, 0.0], [0.0, 0.0, 0.0], [0.0, 0.0, 0.0], [0.0, 0.0, 0.0], [0.0, 0.0, 0.0], [0.0, 0.0, 0.0], [0.0, 0.0, 0.0], [0.0, 0.0, 0.0], [0.0, 0.0, 0.0], [0.0, 0.0, 0.0], [0.0, 0.1, 0.0], [0.0, -0.2, 0.1], [0.0, 0.0, 0.0], [0.0, 0.0, -0.1], [0.1, 0.1, 0.0], [0.0, 0.1, 0.1], [0.0, -0.1, -0.2], [0.0, -0.1, 0.0], [0.0, 0.0, 0.0], [-0.1, 0.1, 0.1], [0.0, 0.0, -0.1], [0.1, -0.1, 0.0], [0.0, 0.0, -0.1], [-0.1, 0.0, 0.0], [0.0, 0.0, 0.1], [0.0, 0.0, 0.0], [0.0, 0.0, 0.0], [0.0, 0.0, 0.0], [0.0, 0.0, 0.0], [0.0, 0.0, 0.0], [-0.1, 0.0, 0.0], [0.0, 0.0, 0.1], [0.0, 0.0, 0.0], [0.0, 0.0, 0.0], [0.0, 0.0, 0.0], [0.0, 0.0, 0.0], [0.0, 0.0, 0.0], [0.1, 0.0, 0.0], [0.1, 0.0, 0.1], [-0.2, 0.0, 0.1], [0.0, -0.1, -0.1], [0.0, 0.1, -0.1], [-0.1, -0.2, -0.2], [0.1, -0.1, 0.2], [0.0, 0.0, 0.0], [-0.1, -0.1, 0.0], [0.1, -0.1, -0.1], [0.0, 0.1, 0.0], [0.0, 0.0, 0.0], [0.0, 0.0, 0.0], [0.0, 0.0, 0.0], [0.0, 0.0, 0.0], [0.0, 0.0, 0.0], [0.0, 0.0, 0.0], [0.0, 0.0, 0.0], [0.0, 0.0, 0.0], [0.0, 0.0, 0.0], [0.0, 0.0, 0.0], [0.0, 0.0, -0.1], [0.0, 0.0, 0.0], [0.0, 0.0, 0.0], [0.0, 0.0, 0.0], [0.0, 0.0, 0.0], [0.0, 0.0, 0.0], [0.0, 0.0, 0.0], [0.0, 0.0, 0.0], [0.0, 0.0, 0.0], [0.0, 0.0, 0.0], [0.0, 0.0, 0.0], [0.0, 0.0, 0.0]],
  "lowdin_charge": [0.434, -0.060, -0.689, -0.025, -0.043, -0.385, 0.948, -0.505, -0.706, -0.043, -0.039, -0.046, -0.494, -0.699, -0.059, -0.023, -0.044, 0.089, 0.067, 0.073, 0.086, 0.071, 0.076, 0.086, 0.072, 0.048, 0.044, 0.069, 0.095, 0.053, 0.090, 0.074, 0.068, 0.057, 0.091, 0.058, 0.091, 0.075, 0.080, 0.046, 0.093, 0.071, 0.090, 0.060, -0.027, -0.107, -0.044, -0.060, -0.022, -0.435, -0.006, -0.069, -0.058, -0.130, -0.041, -0.711, 0.635, -0.707, 0.609, 0.098, 0.025, 0.096, 0.120, 0.129, 0.073, 0.048, 0.113, 0.116, 0.086, 0.091, 0.046, -0.177, 0.407, -0.189, -0.183, -0.564, 1.505, -0.521, 0.386, -0.177, -0.178, -0.173, 0.016, 0.035, 0.017, 0.040, 0.028, 0.020, 0.036, 0.038, 0.028, -0.005, -0.016, 0.003, -0.004, 0.034, 0.035, 0.035, 0.032, 0.023, 0.039, 0.022, 0.044, 0.003]
}

# 2
{
  "formula": "C4H2EuLiO2",
  "method": "ωB97M-V/def2-TZVPD",
  "charge": 1,
  "spin_multiplicity": 8,
  "homo_lumo_gap_ev": [1.9, 2.0],
  "energy_ev": -27795.9150,
  "e_above_lowest_kcal_mol": 132.4,
  "species": ["H", "C", "C", "C", "C", "O", "O", "Li", "Eu", "H"],
  "xyz": [[-2.35841, 1.83498, 0.77293], [-1.53502, -0.42637, -0.00278], [-0.46720, -1.08309, 0.41862], [0.85862, -0.59957, 0.17795], [1.99655, -0.26808, -0.10385], [3.20885, 0.00962, -0.31853], [-2.59199, -0.18344, -0.50215], [-3.73190, 1.41370, -0.38793], [5.27892, 1.38936, -0.87006], [-0.65843, -2.08711, 0.81579]],
  "atomic_forces_ev_per_a": [[-0.5, 0.5, -0.2], [-2.3, -0.8, -0.9], [0.2, 0.6, -0.4], [0.9, 0.3, -0.2], [-1.8, -0.7, 0.7], [3.4, 2.1, -1.0], [1.9, -0.7, 0.4], [0.9, 0.1, 0.7], [-2.8, -1.8, 0.8], [0.0, 0.5, 0.0]],
  "lowdin_charge": [-0.195, -0.231, -0.109, -0.054, -0.341, -0.355, -0.083, 0.478, 1.761, 0.128]
}